No. 1
{"formula": "C15H45N13O8", "method": "the ωB97M-V functional and the def2-TZVPD basis", "elements": ["O", "H", "H", "H", "C", "C", "C", "C", "C", "C", "N", "O", "C", "C", "C", "H", "H", "H", "H", "H", "H", "H", "H", "H", "H", "H", "H", "H", "H", "H", "H", "H", "H", "C", "O", "N", "N", "H", "H", "H", "H", "C", "O", "N", "N", "H", "H", "H", "H", "C", "O", "N", "N", "H", "H", "H", "H", "C", "O", "N", "N", "H", "H", "H", "H", "C", "O", "N", "N", "H", "H", "H", "H", "C", "O", "N", "N", "H", "H", "H", "H"], "positions_angstrom": [[-0.16, 0.50, 0.25], [-1.11, 0.38, 0.26], [0.07, 1.25, 0.80], [0.32, -0.30, 0.46], [4.29, -1.21, 1.98], [3.62, -0.48, 0.80], [4.84, -0.14, -0.21], [5.25, -1.28, -0.99], [4.13, -1.91, -1.76], [2.81, -2.32, -0.92], [2.46, -1.26, 0.14], [1.45, -1.52, 1.15], [3.06, -3.73, -0.31], [1.57, -2.52, -1.85], [3.12, 0.90, 1.28], [5.11, -0.65, 2.44], [4.62, -2.18, 1.63], [3.51, -1.39, 2.72], [5.78, 0.14, 0.27], [4.53, 0.65, -0.90], [5.56, -2.17, -0.44], [6.12, -1.06, -1.60], [4.59, -2.82, -2.15], [4.00, -1.34, -2.68], [3.09, -4.40, -1.17], [2.36, -4.09, 0.45], [4.05, -3.86, 0.13], [0.68, -3.03, -1.48], [1.86, -3.05, -2.75], [1.23, -1.49, -2.01], [2.75, 0.86, 2.30], [2.33, 1.40, 0.73], [3.98, 1.57, 1.16], [-0.25, 2.70, 3.16], [-0.05, 2.54, 1.94], [0.59, 2.63, 4.10], [-1.38, 3.12, 3.70], [1.57, 2.61, 3.82], [0.39, 2.68, 5.08], [-2.10, 3.41, 3.06], [-1.40, 3.46, 4.66], [-4.13, 2.44, -2.24], [-3.78, 2.33, -3.41], [-4.75, 3.49, -1.82], [-3.55, 1.75, -1.37], [-5.07, 3.61, -0.87], [-5.00, 4.11, -2.57], [-3.32, 2.27, -0.54], [-2.94, 1.04, -1.77], [-2.37, -1.46, -2.21], [-1.56, -0.53, -2.03], [-2.17, -2.50, -2.84], [-3.67, -1.40, -2.04], [-1.26, -2.66, -3.25], [-2.79, -3.26, -2.57], [-4.12, -2.27, -2.27], [-3.94, -1.01, -1.15], [0.46, 4.18, -1.86], [0.72, 3.34, -1.02], [1.14, 4.35, -3.02], [-0.60, 4.94, -1.86], [1.99, 3.80, -3.09], [0.59, 4.68, -3.80], [-0.84, 5.51, -2.66], [-1.10, 5.09, -1.00], [-2.08, -3.24, 1.51], [-3.18, -3.54, 1.84], [-1.19, -2.57, 2.11], [-1.50, -3.67, 0.40], [-0.34, -2.39, 1.60], [-1.42, -2.29, 3.06], [-0.67, -3.25, 0.01], [-1.97, -4.38, -0.15], [-3.81, 0.19, 1.58], [-2.63, 0.22, 1.61], [-4.53, -0.92, 1.38], [-4.68, 1.14, 1.86], [-5.53, -0.92, 1.49], [-4.07, -1.81, 1.28], [-4.26, 2.05, 1.82], [-5.30, 0.94, 2.63]], "mulliken_charge": [0.623, 0.196, 0.411, 0.265, -1.718, 0.979, -0.926, -0.859, -1.274, 1.448, 0.931, -0.746, -1.635, -1.736, -1.398, 0.392, 0.367, 0.405, 0.467, 0.441, 0.316, 0.422, 0.447, 0.452, 0.499, 0.268, 0.426, 0.185, 0.416, 0.532, 0.321, 0.010, 0.420, 0.557, -0.673, -0.372, -0.409, 0.256, 0.166, 0.225, 0.152, 0.619, -0.713, -0.413, -0.042, 0.177, 0.232, 0.060, 0.103, 0.686, -0.757, -0.342, -0.434, 0.252, 0.190, 0.232, 0.127, 0.590, -0.585, -0.460, -0.353, 0.219, 0.178, 0.143, 0.210, 0.404, -0.758, -0.040, -0.313, 0.106, 0.196, 0.103, 0.217, 0.585, -0.601, -0.269, -0.461, 0.159, 0.067, 0.202, 0.234], "total_charge": 1, "e_lumo_ev": [-1.9, -4.0], "multiplicity": 2}

---

No. 2
{"formula": "C3H6Cl4N2OP", "method": "the ωB97M-V functional and the def2-TZVPD basis", "elements": ["C", "C", "C", "N", "N", "O", "P", "Cl", "Cl", "Cl", "Cl", "H", "H", "H", "H", "H", "H"], "positions_angstrom": [[-0.07, -0.02, 0.13], [-1.49, 0.08, 0.87], [-2.05, -1.24, 1.40], [0.51, -1.11, -0.19], [2.16, 0.19, -1.99], [0.22, 1.13, -0.45], [1.62, 1.55, -1.31], [-0.86, -1.82, 2.60], [2.98, 2.23, 0.00], [3.64, 0.26, -2.92], [1.03, 3.21, -2.19], [-1.48, 0.65, 1.89], [-2.26, 0.63, 0.17], [-3.04, -0.92, 1.89], [-2.29, -1.94, 0.66], [0.10, -1.93, 0.30], [1.28, -0.94, -0.85]], "mulliken_charge": [0.605, -0.520, -0.755, -0.123, -0.557, -0.243, 0.869, -0.134, -0.105, -0.045, -0.077, 0.345, 0.351, 0.362, 0.441, 0.236, 0.350], "relative_energy_kj_mol": 0.00, "total_charge": 1, "e_lumo_ev": -4.2, "smiles": "[NH2+]=C(CCCl)OP(Cl)(Cl)=NCl"}

---

No. 3
{"formula": "C4H6N2O", "method": "the ωB97M-V functional and the def2-TZVPD basis", "elements": ["C", "O", "C", "C", "N", "C", "N", "H", "H", "H", "H", "H", "H"], "positions_angstrom": [[2.10, 0.11, 0.19], [0.99, 0.46, 0.87], [-0.14, 0.30, 0.12], [-0.35, 0.02, -1.20], [-1.70, 0.02, -1.45], [-2.28, 0.29, -0.32], [-1.37, 0.47, 0.69], [2.09, -1.22, -0.06], [2.22, -1.61, 0.69], [2.95, 0.30, 0.86], [0.40, -0.16, -1.95], [-3.35, 0.41, -0.16], [-1.56, 0.61, 1.68]], "mulliken_charge": [-0.526, -0.361, 0.373, -0.090, -0.612, -0.271, -0.044, 0.032, 0.138, 0.298, 0.494, 0.366, 0.204], "relative_energy_kj_mol": 510.82, "e_lumo_ev": 0.3}

---

No. 4
{"formula": "C19H25MnN4S", "method": "the ωB97M-V functional and the def2-TZVPD basis", "elements": ["Mn", "S", "C", "C", "C", "C", "C", "N", "H", "H", "H", "H", "C", "N", "C", "C", "C", "C", "C", "C", "C", "C", "H", "H", "H", "H", "H", "H", "H", "H", "H", "H", "H", "H", "H", "C", "C", "C", "C", "N", "N", "C", "H", "H", "H", "H", "H", "H", "H", "H"], "positions_angstrom": [[-0.28, 0.40, 0.07], [-0.63, 1.04, 2.29], [-0.50, 2.56, 1.46], [-0.34, 3.77, 2.14], [-0.24, 4.94, 1.42], [-0.31, 4.88, 0.02], [-0.48, 3.65, -0.58], [-0.56, 2.51, 0.10], [-0.30, 3.76, 3.22], [-0.12, 5.88, 1.91], [-0.23, 5.77, -0.57], [-0.54, 3.57, -1.66], [1.33, -2.74, 1.19], [1.80, -3.41, -0.05], [3.10, -4.05, 0.18], [1.83, -2.45, -1.21], [2.52, -1.16, -0.86], [3.91, -1.08, -0.96], [4.57, 0.07, -0.58], [3.83, 1.14, -0.11], [2.45, 1.07, -0.06], [1.72, -0.08, -0.43], [1.01, -3.48, 1.92], [0.51, -2.04, 0.97], [2.15, -2.16, 1.61], [1.12, -4.14, -0.29], [3.83, -3.29, 0.47], [3.45, -4.55, -0.72], [3.02, -4.79, 0.98], [0.80, -2.22, -1.48], [2.32, -2.96, -2.04], [4.47, -1.91, -1.37], [5.64, 0.13, -0.63], [4.32, 2.05, 0.19], [1.93, 1.96, 0.29], [-5.38, 1.74, -0.70], [-4.31, 0.72, -0.63], [-4.37, -0.62, -0.28], [-3.06, -1.10, -0.34], [-2.23, -0.12, -0.71], [-3.01, 0.97, -0.88], [-2.58, -2.47, -0.05], [-6.34, 1.25, -0.61], [-5.35, 2.28, -1.65], [-5.27, 2.46, 0.10], [-5.25, -1.17, -0.02], [-2.60, 1.86, -1.15], [-3.41, -3.17, -0.06], [-2.13, -2.50, 0.95], [-1.84, -2.77, -0.78]], "mulliken_charge": [-0.341, -0.332, 0.642, -0.791, -0.148, -0.850, -0.234, -0.022, 0.452, 0.409, 0.423, 0.468, -0.500, 0.042, -0.945, -0.994, 1.850, -0.563, -0.699, -1.054, 0.201, -0.650, 0.370, -0.122, 0.380, 0.339, 0.447, 0.353, 0.341, 0.321, 0.563, 0.504, 0.400, 0.420, 0.196, -1.229, 0.575, -0.879, 0.825, -0.532, 0.111, -1.180, 0.338, 0.347, 0.304, 0.383, 0.227, 0.385, 0.209, 0.238], "total_charge": 1, "e_lumo_ev": [-2.6, -2.6], "multiplicity": 2}

---

No. 5
{"formula": "C4H5FO", "method": "the ωB97M-V functional and the def2-TZVPD basis", "elements": ["C", "C", "C", "C", "H", "H", "H", "H", "H", "O", "F"], "positions_angstrom": [[-1.51, -0.87, 0.31], [-0.33, 0.02, 0.16], [0.62, 0.61, -0.16], [1.92, 1.35, -0.14], [-2.12, -2.53, -0.49], [-2.30, -0.14, 0.49], [-1.36, -1.52, 1.21], [2.71, 0.96, 0.54], [2.31, 1.08, -1.14], [-1.84, -1.64, -0.83], [1.90, 2.68, 0.05]], "mulliken_charge": [-0.599, -0.175, 0.594, -0.406, 0.336, 0.227, 0.299, 0.247, 0.226, -0.499, -0.250], "relative_energy_kj_mol": 197.29, "e_lumo_ev": 0.7, "smiles": "OCC#CCF"}

---

No. 6
{"formula": "C12H22N4RhS2", "method": "the ωB97M-V functional and the def2-TZVPD basis", "elements": ["Rh", "C", "C", "N", "C", "C", "S", "C", "C", "N", "H", "H", "H", "H", "H", "H", "H", "H", "H", "H", "H", "H", "H", "H", "C", "C", "C", "C", "N", "C", "S", "N", "H", "H", "H", "H", "H", "C", "H", "H", "H"], "positions_angstrom": [[-0.15, -0.64, -1.28], [-3.19, -0.39, -0.27], [-3.26, -1.24, -1.54], [-2.05, -2.05, -1.72], [-1.96, -3.31, -0.99], [-1.59, -3.17, 0.49], [-0.21, -2.01, 0.82], [-1.02, -0.76, 1.88], [-1.42, 0.55, 1.18], [-1.91, 0.34, -0.19], [-3.28, -1.02, 0.61], [-4.03, 0.30, -0.26], [-3.33, -0.57, -2.40], [-4.16, -1.85, -1.51], [-1.97, -2.27, -2.71], [-1.20, -3.91, -1.48], [-2.91, -3.87, -1.04], [-1.26, -4.14, 0.85], [-2.43, -2.86, 1.10], [-0.31, -0.53, 2.67], [-1.88, -1.25, 2.34], [-0.55, 1.20, 1.12], [-2.17, 1.04, 1.81], [-1.99, 1.24, -0.64], [3.12, 4.64, 1.53], [3.47, 3.20, 1.27], [4.61, 2.61, 1.79], [4.81, 1.27, 1.51], [3.99, 0.58, 0.73], [2.94, 1.23, 0.26], [1.88, 0.35, -0.81], [2.62, 2.49, 0.52], [3.94, 5.15, 2.01], [2.24, 4.70, 2.16], [2.88, 5.13, 0.59], [5.31, 3.17, 2.40], [5.67, 0.73, 1.90], [0.15, -1.01, -3.44], [-0.71, -0.55, -3.94], [0.25, -2.06, -3.69], [1.06, -0.47, -3.66]], "mulliken_charge": [-0.004, -0.611, -0.866, 0.108, -0.809, -0.596, -0.010, -0.650, -0.598, -0.001, 0.263, 0.392, 0.392, 0.337, 0.288, 0.428, 0.287, 0.470, 0.320, 0.425, 0.414, 0.314, 0.339, 0.221, -1.112, 0.860, -0.521, -0.223, -0.507, 0.470, 0.099, -0.523, 0.355, 0.278, 0.312, 0.357, 0.445, -1.134, 0.303, 0.309, 0.378], "total_charge": 1, "e_lumo_ev": [-2.1, -5.1], "multiplicity": 5}

---

No. 7
{"formula": "C24H31N7O4PPb", "method": "the ωB97M-V functional and the def2-TZVPD basis", "elements": ["Pb", "N", "N", "C", "N", "N", "N", "O", "O", "H", "H", "H", "H", "H", "C", "O", "C", "O", "N", "N", "H", "H", "H", "H", "H", "H", "C", "C", "C", "C", "C", "C", "C", "P", "C", "C", "C", "C", "C", "C", "C", "C", "C", "C", "C", "C", "C", "C", "H", "H", "H", "H", "H", "H", "H", "H", "H", "H", "H", "H", "H", "H", "H", "H", "H", "H", "H", "H"], "positions_angstrom": [[-0.05, 1.15, -1.26], [1.75, 2.98, 0.24], [1.19, 4.03, 0.90], [-0.14, 4.05, 0.92], [-0.77, 5.04, 1.57], [-0.86, 3.21, 0.14], [-2.18, 3.00, 0.26], [-2.61, 2.05, -0.53], [-2.96, 3.67, 0.95], [2.60, 2.64, 0.77], [2.13, 3.32, -0.70], [1.63, 4.95, 1.05], [-0.31, 5.46, 2.36], [-1.84, 5.00, 1.63], [1.86, 4.25, -4.86], [0.59, 3.60, -5.03], [0.13, 2.90, -3.99], [0.76, 2.83, -2.93], [-1.09, 2.41, -4.30], [-1.66, 1.52, -3.36], [1.80, 5.36, -4.93], [2.45, 3.90, -5.69], [2.27, 4.14, -3.87], [-1.31, 2.48, -5.29], [-1.93, 0.62, -3.76], [-2.57, 1.91, -3.05], [-0.37, -3.38, 2.88], [-1.11, -2.12, 3.23], [-1.75, -2.04, 4.47], [-2.58, -0.97, 4.71], [-2.70, 0.07, 3.80], [-1.98, 0.04, 2.62], [-1.27, -1.12, 2.23], [-0.28, -0.97, 0.72], [1.38, -1.42, 1.19], [1.93, -0.51, 2.14], [3.27, -0.59, 2.58], [4.02, -1.69, 2.27], [3.56, -2.60, 1.34], [2.24, -2.53, 0.85], [1.79, -3.59, -0.16], [-0.95, -1.97, -0.63], [-2.04, -2.85, -0.43], [-2.49, -3.64, -1.49], [-1.96, -3.58, -2.79], [-0.92, -2.67, -3.02], [-0.37, -1.93, -1.96], [0.76, -1.08, -2.18], [-0.82, -4.21, 3.43], [0.70, -3.37, 3.12], [-0.40, -3.55, 1.81], [-1.58, -2.83, 5.20], [-3.08, -0.89, 5.69], [-3.24, 0.96, 4.14], [-2.00, 0.86, 1.93], [1.30, 0.33, 2.51], [3.63, 0.27, 3.14], [5.02, -1.78, 2.68], [4.19, -3.41, 1.01], [2.42, -4.44, -0.11], [1.82, -3.16, -1.18], [0.78, -3.89, 0.04], [-2.41, -2.98, 0.58], [-3.22, -4.42, -1.19], [-2.40, -4.16, -3.58], [-0.37, -2.60, -3.96], [0.94, -0.86, -3.27], [1.65, -1.19, -1.60]], "mulliken_charge": [1.837, -0.514, -0.289, 0.457, -0.421, -0.335, 1.185, -0.608, -0.667, 0.354, 0.254, 0.274, 0.248, 0.283, -0.622, -0.358, 0.733, -0.689, -0.162, -0.521, 0.274, 0.307, 0.225, 0.277, 0.317, 0.334, -1.550, 1.289, -0.770, -0.446, -0.786, -0.719, 0.344, 0.037, 0.957, -1.139, -0.773, -0.638, -0.740, 1.453, -1.320, 0.651, -0.935, -0.618, -0.926, -0.784, 1.735, -2.131, 0.581, 0.345, 0.058, 0.513, 0.385, 0.418, 0.404, 0.514, 0.448, 0.433, 0.488, 0.582, 0.197, 0.262, 0.554, 0.437, 0.496, 0.505, 0.559, 0.458], "relative_energy_kj_mol": 54.40, "total_charge": 3, "e_lumo_ev": [-11.3, -11.7]}

---

No. 8
{"formula": "C6H12FN3", "method": "the ωB97M-V functional and the def2-TZVPD basis", "elements": ["C", "C", "C", "C", "C", "C", "N", "N", "N", "F", "H", "H", "H", "H", "H", "H", "H", "H", "H", "H", "H", "H"], "positions_angstrom": [[3.15, 0.44, 0.38], [2.34, -0.21, -0.34], [-0.23, -0.69, 0.62], [-2.49, 0.06, -0.26], [4.47, 1.05, -0.12], [-3.13, 1.17, -1.04], [-3.28, -1.00, -0.04], [-0.36, -1.90, 1.06], [-1.27, 0.19, 0.29], [1.90, -1.15, -1.09], [2.86, 0.69, 1.43], [4.45, 1.22, -1.22], [4.75, 2.01, 0.46], [5.31, 0.54, 0.39], [-4.15, 1.02, -0.81], [-2.63, 1.19, -1.96], [-2.75, 2.01, -0.56], [-4.14, -1.14, -0.53], [-3.05, -1.75, 0.63], [0.42, -2.38, 1.43], [-1.33, -2.37, 1.30], [-0.83, 0.99, -0.04]], "mulliken_charge": [0.201, 0.435, -0.211, 0.792, -1.089, -1.207, -0.245, -0.124, -0.171, -0.068, 0.378, 0.370, 0.353, 0.353, 0.385, 0.391, 0.385, 0.283, 0.131, 0.287, 0.133, 0.240], "relative_energy_kj_mol": 404.92, "total_charge": 2, "e_lumo_ev": -8.8}

---

Number 1: electronic energy -52029.645 eV. Number 2: electronic energy -67607.555 eV. Number 3: electronic energy -9268.208 eV. Number 4: electronic energy -68216.566 eV. Number 5: electronic energy -8990.985 eV. Number 6: electronic energy -43431.408 eV. Number 7: electronic energy -58516.705 eV. Number 8: electronic energy -13582.024 eV.